Formula: C10H28N2O4
Source: OMol25
Level of theory: the ωB97M-V functional and the def2-TZVPD basis

SMILES	COC[C@H](C)N.COC[C@H](C)N.OCCO
relative energy (zero: lowest compared OMol25 entry of this formula, charge and spin)	0.385	eV
orbital gap	9.73	eV

CARTESIAN COORDINATES (ANGSTROEM)
1 H -0.3171 -0.0661 -5.0559
2 H 3.9738 -0.2418 2.6840
3 H 1.9085 -1.2427 -8.4964
4 H -2.0934 -1.1943 -4.6413
5 N 0.6699 1.3938 4.9677
6 H 3.9581 1.0809 1.5272
7 H 2.3968 -1.3588 4.0426
8 H 3.9348 0.6095 5.2216
9 H 0.9379 -1.5316 5.0367
10 H 0.7148 1.6694 3.9971
11 H 3.3786 -1.4774 -7.6681
12 O 3.0263 1.3638 3.2942
13 C 1.4913 -0.8568 4.3836
14 H 0.7964 -0.7733 3.5480
15 C -6.0425 1.0233 2.1261
16 H -3.8998 0.7884 2.3073
17 O -6.4372 -0.1057 2.7682
18 H -5.9845 -0.1196 3.6146
19 H -3.7868 2.3541 4.0645
20 H 1.1966 -0.8978 -3.5413
21 C 3.1443 1.1439 4.6946
22 H 5.0673 1.1075 2.9663
23 C 2.5461 -0.7780 -7.7443
24 C 1.7954 0.4815 5.1591
25 H -6.7202 1.8677 2.2524
26 H 2.7823 0.2565 -7.9934
27 O 1.9318 -0.5969 -6.5049
28 H 0.1927 -1.4344 -7.2237
29 O -4.6878 2.2602 3.7469
30 H 0.5360 -2.5969 -3.5043
31 N -1.5208 -1.7219 -5.2846
32 H -1.6668 -2.6695 -4.9673
33 H 1.8099 0.2348 6.2207
34 H -6.1229 0.7709 1.0688
35 H -0.1984 -1.1212 -2.8577
36 C -4.6427 1.5613 2.5041
37 C 0.3356 -1.5450 -3.7081
38 C 0.7689 -1.5239 -6.3028
39 H 3.2281 2.1651 5.0663
40 C 4.0835 0.8379 2.5824
41 C -0.1827 -1.1427 -5.1611
42 H 1.0059 2.2492 5.3867
43 H -4.4892 2.3096 1.7266
44 H 1.1813 -2.5329 -6.3031